No. 1
The following is a quantum chemistry calculation of a structure of composition C11H18ClFeMnO3S, from OMol25.

Geometry as XYZ:
```
36
Properties=species:S:1:pos:R:3:lowdin_charge:R:1
Fe 4.3798 -3.1725 -1.8797 0.36
Cl 2.3982 -2.8954 -0.8459 0.17
C 6.2771 -2.9352 -1.4402 -0.31
C 4.2023 -4.1492 -3.5658 -0.32
H 6.8593 -3.0953 -2.3661 -0.03
H 6.3848 -1.8986 -1.0736 -0.05
H 6.5755 -3.6655 -0.6650 -0.04
H 5.1560 -4.0879 -4.1153 -0.03
H 3.3804 -3.6445 -4.1054 -0.04
H 3.9323 -5.1968 -3.3400 -0.04
Mn 1.5865 -0.8163 -0.3808 0.50
C 2.5753 -0.4008 1.2434 -0.21
C 1.5112 0.7017 -1.5127 -0.14
H 3.5929 -0.3250 0.8029 0.01
H 2.1563 0.5503 1.6333 0.02
H 2.4371 -1.2991 1.8812 0.01
H 0.8718 0.9376 -2.3813 -0.02
H 2.2943 1.4810 -1.3383 -0.01
C -6.1812 2.6864 2.6893 -0.07
C -4.9475 2.2087 1.9855 -0.30
C -4.5734 2.8503 0.7986 -0.06
C -3.4297 2.4718 0.1123 -0.05
C -2.6005 1.4643 0.6512 -0.24
C -2.9897 0.7649 1.7955 -0.05
C -4.1632 1.1572 2.4580 -0.05
S -0.9638 1.2199 -0.0945 0.43
O -1.2278 1.5145 -1.4891 -0.35
O -0.0932 2.1410 0.6028 -0.33
O -0.6504 -0.2082 0.1841 -0.42
H -6.0876 3.7391 2.9789 0.08
H -7.0685 2.6208 2.0495 0.08
H -6.3852 2.1118 3.5972 0.07
H -5.1988 3.6535 0.4242 0.11
H -3.1552 2.9497 -0.8303 0.11
H -2.3779 -0.0664 2.1604 0.11
H -4.4772 0.6322 3.3757 0.11
```

Values from the calculation:
LUMO level (spin up / spin down) (eV): 1.76 / 2.11
Strongest force on any atom (eV/A): 3.344
Charge: -1
Gap between HOMO and LUMO (spin up / spin down) (eV): 5.82 / 7.25
Spin multiplicity: 10


No. 2
The following is a quantum chemistry calculation of an isolated molecule of C2H7PS3, from OMol25.

Geometry as XYZ:
```
13
Properties=species:S:1:pos:R:3:lowdin_charge:R:1
C 0.7662 -0.4491 -0.7866 -0.18
C -0.4773 0.3086 -0.3542 -0.50
P -0.6904 0.2051 1.4783 0.01
S -0.9700 -2.2148 2.1660 -0.15
S 0.9017 1.2957 2.2843 0.42
S -2.3740 1.3771 1.8655 0.41
H 0.7796 -0.5668 -1.8688 0.07
H 1.6696 0.0782 -0.4859 0.06
H 0.7710 -1.4394 -0.3333 0.04
H -1.3741 -0.1401 -0.7850 0.08
H -0.4371 1.3641 -0.6326 0.08
H 1.6549 0.2058 2.4026 -0.17
H -3.1496 0.3006 1.9801 -0.18
```

Values from the calculation:
LUMO level (eV): -0.86
Strongest force on any atom (eV/A): 3.886
Relative energy (zero: lowest compared OMol25 entry of this formula, charge and spin) (eV): 1.170
Structure (SMILES): CCP(=S)(S)S
Charge: 0
Gap between HOMO and LUMO (eV): 7.50